# 1
{
  "formula": "C30H35FINO5",
  "method": "ωB97M-V/def2-TZVPD",
  "orbital_gap_ev": 7.5,
  "smiles": "C#CCc1cc(CCN)c2c(c1)C(=O)c1c(c(C[C@@H](C)I)c(COCCOCC)c(O)c1[C@@H](F)CC)C2=O",
  "total_charge": 0,
  "symbols": ["C", "C", "C", "C", "C", "C", "C", "C", "N", "C", "C", "C", "C", "O", "C", "C", "C", "C", "C", "C", "I", "C", "C", "O", "C", "C", "O", "C", "C", "C", "O", "C", "C", "F", "C", "C", "C", "O", "H", "H", "H", "H", "H", "H", "H", "H", "H", "H", "H", "H", "H", "H", "H", "H", "H", "H", "H", "H", "H", "H", "H", "H", "H", "H", "H", "H", "H", "H", "H", "H", "H", "H", "H"],
  "xyz": [[4.60940, 0.31771, 4.52396], [4.33329, 1.61322, 4.42954], [3.97138, 3.14585, 4.00122], [2.82604, 3.05545, 2.83527], [3.03375, 3.60428, 1.37179], [1.90834, 3.44905, 0.26758], [2.10466, 3.95634, -1.24542], [1.72555, 5.50524, -1.50199], [0.52132, 5.99502, -0.75812], [0.56001, 2.72194, 0.69774], [0.34289, 2.16898, 2.19015], [1.47228, 2.32662, 3.29630], [-1.07756, 1.41210, 2.46649], [-1.75279, 1.60492, 3.52850], [-1.55513, 0.43928, 1.24383], [-1.33102, 0.98547, -0.24941], [-1.69657, 0.14830, -1.54856], [-1.48629, 0.66051, -3.06333], [-2.85122, 0.72302, -3.94202], [-4.20203, 0.89162, -3.07651], [-2.67603, 2.41719, -5.34324], [-2.31174, -1.30744, -1.26388], [-2.69745, -2.32428, -2.46683], [-1.54379, -2.84748, -3.19088], [-0.38379, -3.01761, -2.33122], [0.73949, -4.02976, -2.97916], [1.45686, -4.59570, -1.85355], [2.87390, -4.28608, -1.86502], [3.35673, -3.28725, -0.67843], [-2.55149, -1.86139, 0.21371], [-3.12548, -3.18490, 0.43856], [-2.17969, -1.00974, 1.50921], [-2.39184, -1.61442, 3.00561], [-3.81512, -1.88875, 3.28130], [-1.46477, -2.94792, 3.22196], [-1.88544, -3.71917, 4.58950], [-0.65077, 2.46543, -0.36967], [-1.03081, 3.35826, -1.19337], [4.48215, -0.82542, 4.67750], [4.91731, 3.58710, 3.49712], [3.61559, 3.73938, 4.91632], [4.05488, 4.10060, 1.11502], [1.51756, 3.20790, -1.92221], [3.22669, 3.77420, -1.51054], [1.48013, 5.61665, -2.63888], [2.68549, 6.13669, -1.32121], [0.05571, 6.66494, -1.41257], [0.80470, 6.59879, 0.04970], [1.33512, 1.91799, 4.37264], [-1.02103, 1.72448, -3.11924], [-0.73701, -0.03897, -3.59902], [-3.00406, -0.22226, -4.60910], [-5.06646, 1.14301, -3.82146], [-4.54110, -0.05582, -2.51620], [-4.17063, 1.79473, -2.33832], [-3.29379, -3.25842, -2.09325], [-3.39044, -1.83620, -3.26717], [-0.64034, -3.49740, -1.29606], [0.18461, -2.00433, -2.20067], [0.24369, -4.85914, -3.61604], [1.36624, -3.37698, -3.68703], [3.28709, -3.88883, -2.86041], [3.43203, -5.29474, -1.66854], [2.78540, -3.41494, 0.30994], [3.42436, -2.17228, -1.02046], [4.46400, -3.58701, -0.45130], [-2.59805, -3.76195, -0.16680], [-2.05962, -0.87714, 3.83477], [-0.35994, -2.61269, 3.27100], [-1.56190, -3.70656, 2.36442], [-1.15667, -4.58671, 4.79417], [-2.94101, -4.17056, 4.43486], [-1.85768, -2.93205, 5.44272]],
  "forces_ev_per_a": [[-2.6, 6.6, -0.3], [1.1, -6.0, -0.3], [0.3, -1.9, -1.3], [-2.6, -0.7, -1.2], [-2.8, -1.7, 1.3], [-1.0, -1.2, 3.2], [0.4, -1.1, 0.6], [0.6, -0.1, -1.1], [0.9, 1.4, -0.5], [2.0, 0.1, 1.9], [2.4, 1.0, -0.8], [0.1, 1.5, -4.5], [-0.9, 0.7, 1.8], [3.0, -1.1, -4.5], [-0.8, -1.9, -2.2], [-0.7, -2.0, 0.2], [-0.8, -1.5, 3.8], [0.3, 0.2, 0.0], [-0.8, -1.2, 0.9], [-0.9, 1.0, -0.6], [-0.1, -0.8, 0.5], [0.3, 1.1, 2.2], [-0.6, 0.0, 0.1], [0.6, 0.5, 1.4], [1.4, -0.7, 0.0], [-1.7, 0.8, -0.3], [1.0, 1.4, -1.8], [1.6, -0.7, 1.2], [1.1, 0.0, -0.4], [1.1, 2.7, 0.0], [2.1, 2.5, -1.2], [0.3, 1.6, -2.9], [0.7, -0.4, -0.1], [2.6, 0.4, -0.8], [-0.6, -0.4, 0.3], [0.0, 0.6, -0.7], [-0.6, 1.6, -1.0], [1.7, -4.2, 3.3], [0.6, 2.8, -0.3], [-1.6, -0.6, 1.2], [0.6, -0.9, -1.5], [-2.1, -1.0, 0.4], [0.8, 1.6, 1.2], [-1.9, 0.5, 0.5], [0.6, -0.4, 2.0], [-1.6, -1.0, -0.2], [0.3, -0.9, 0.9], [-0.2, -0.9, -0.9], [0.3, 0.8, -2.2], [-0.8, -2.0, 0.7], [-1.3, 0.9, 0.9], [0.6, 1.9, 1.1], [1.6, -0.5, 1.3], [0.9, 1.4, -0.8], [0.2, -1.7, -1.3], [1.0, 1.9, -0.2], [1.4, -0.7, 1.5], [0.3, 1.0, -1.8], [-1.3, -1.7, 0.2], [0.7, 1.3, 1.2], [-0.5, -1.2, 1.2], [-1.0, -0.6, 1.3], [-1.1, 1.7, -0.4], [0.6, 0.2, -1.7], [-0.5, -2.0, 0.7], [-1.9, 0.5, -0.4], [-0.7, 0.4, 0.6], [-0.8, -0.9, -1.7], [-1.8, -0.3, -0.1], [0.1, 1.4, 1.1], [-1.1, 1.5, -0.2], [1.8, 0.9, 0.5], [-0.2, -1.6, -1.2]]
}

# 2
{
  "formula": "H12O6",
  "method": "ωB97M-V/def2-TZVPD",
  "orbital_gap_ev": 7.9,
  "total_charge": 0,
  "symbols": ["O", "H", "H", "O", "H", "H", "O", "H", "H", "O", "H", "H", "O", "H", "H", "O", "H", "H"],
  "xyz": [[-1.11805, -0.50928, 1.36707], [-0.96513, 0.35846, 1.74108], [-1.87843, -0.39435, 0.79711], [-0.07961, -1.97151, 0.17422], [0.18301, -2.36773, 1.00505], [-0.55856, -1.18183, 0.42571], [0.45391, 0.03483, -0.26443], [0.79467, 0.76526, 0.25190], [-0.49213, 0.06022, -0.12086], [-1.47152, -0.29300, -0.96349], [-1.59223, 0.25251, -1.74071], [-2.30903, -0.24294, -0.50273], [0.69720, 2.26334, 0.43384], [0.87074, 2.88253, -0.27519], [1.28682, 2.53331, 1.13790], [2.08934, -1.11731, -1.19577], [2.72730, -0.45079, -1.45073], [1.36174, -0.62177, -0.81992]],
  "forces_ev_per_a": [[-3.6, 2.4, 4.8], [0.1, 0.5, 0.4], [-0.5, -0.1, 1.6], [0.3, -5.3, -1.1], [0.0, -0.2, 0.0], [1.8, -2.7, -0.2], [2.2, 5.1, 1.1], [0.5, -0.3, -0.5], [1.7, 1.1, -0.7], [-5.0, -0.4, -2.7], [0.2, 0.2, -0.5], [-1.2, -0.1, -1.3], [0.0, 1.9, 1.0], [0.0, 0.1, -0.4], [0.2, 0.3, 0.4], [3.6, -1.9, -1.8], [0.3, 0.0, -0.2], [-0.6, -0.4, 0.1]]
}

# 3
{
  "formula": "C18H45N6ORuSb",
  "method": "ωB97M-V/def2-TZVPD",
  "s_squared": 0.805,
  "orbital_gap_ev": [7.4, 7.6],
  "spin_multiplicity": 2,
  "total_charge": 3,
  "symbols": ["Ru", "C", "C", "N", "C", "C", "N", "C", "C", "C", "N", "C", "C", "N", "C", "H", "H", "H", "H", "H", "H", "H", "H", "H", "H", "H", "H", "H", "H", "H", "H", "H", "H", "H", "H", "H", "H", "H", "H", "C", "N", "C", "C", "O", "N", "C", "C", "H", "H", "H", "H", "H", "H", "H", "H", "H", "H", "H", "H", "C", "Sb", "C", "C", "H", "H", "H", "H", "H", "H", "H", "H", "H"],
  "xyz": [[-0.11267, 0.17459, 0.47606], [0.30633, -1.99394, 3.04384], [1.31596, -2.27020, 1.94211], [0.85601, -1.81790, 0.59624], [0.09591, -2.87123, -0.13098], [-1.36682, -2.57045, -0.10458], [-1.54097, -1.18528, -0.59530], [-2.98310, -0.93322, -0.86954], [-3.27100, 0.53857, -0.90599], [-3.23216, 1.11383, 0.49295], [-1.85225, 1.52022, 0.87929], [-1.82420, 1.96053, 2.29808], [-1.39551, 0.82048, 3.16611], [-0.03095, 0.45204, 2.73865], [0.54251, -0.61098, 3.61361], [0.39183, -2.73817, 3.83482], [-0.71280, -2.07109, 2.65861], [1.56803, -3.33005, 1.89082], [2.24440, -1.73612, 2.15514], [1.69354, -1.63304, 0.05583], [0.30655, -3.85666, 0.28396], [0.43702, -2.88208, -1.16940], [-1.80290, -2.64588, 0.89019], [-1.90230, -3.27401, -0.74815], [-1.06377, -1.11518, -1.49421], [-3.55258, -1.41605, -0.07459], [-3.26334, -1.41998, -1.80572], [-4.23512, 0.72910, -1.37623], [-2.52272, 1.03390, -1.52855], [-3.58294, 0.39491, 1.23445], [-3.87490, 1.99382, 0.56152], [-1.65609, 2.33628, 0.31732], [-2.80093, 2.34159, 2.60037], [-1.11342, 2.78589, 2.39089], [-2.04489, -0.05003, 3.06118], [-1.41328, 1.12122, 4.21639], [0.54763, 1.27763, 2.87334], [0.12241, -0.51895, 4.61685], [1.61274, -0.42398, 3.70251], [3.14132, -1.28233, -2.03346], [3.75908, -0.85327, -0.77790], [4.94044, -1.63602, -0.38740], [3.23939, 0.14626, -0.04262], [1.99891, 0.46750, -0.22573], [4.00396, 0.78084, 0.85722], [3.40966, 1.51520, 1.96326], [5.42934, 1.08082, 0.64196], [3.84536, -1.15267, -2.85576], [2.24997, -0.69699, -2.23410], [2.88737, -2.34334, -1.98181], [4.71021, -2.68903, -0.54752], [5.16817, -1.48403, 0.66247], [5.81101, -1.38573, -0.99246], [2.36185, 1.25131, 2.05450], [3.49786, 2.59293, 1.81730], [3.92981, 1.25847, 2.88662], [5.74368, 0.76838, -0.34720], [6.05624, 0.60233, 1.39325], [5.56191, 2.16000, 0.71829], [1.34558, 3.91193, -0.11823], [0.39362, 2.35783, -1.17583], [1.68511, 2.10223, -2.81433], [-1.27918, 3.42035, -1.95062], [1.42613, 4.72879, -0.83669], [2.33856, 3.60263, 0.19510], [0.76081, 4.24110, 0.73788], [1.52311, 2.96507, -3.46004], [1.48374, 1.18913, -3.36718], [2.70466, 2.10369, -2.43619], [-0.87212, 4.09172, -2.70769], [-1.73996, 4.02091, -1.16570], [-2.01564, 2.77094, -2.41328]],
  "forces_ev_per_a": [[-0.6, 0.2, -0.9], [0.1, 0.1, 0.0], [0.1, -0.1, -0.1], [-0.2, -0.1, 0.5], [0.1, -0.1, -0.1], [0.0, -0.1, -0.2], [0.1, 0.5, 0.1], [0.0, -0.1, -0.1], [-0.1, 0.0, 0.0], [0.0, 0.1, 0.0], [0.4, -0.3, 0.2], [-0.2, 0.2, 0.0], [0.1, 0.1, 0.1], [0.3, -0.2, -0.1], [-0.1, 0.1, 0.1], [0.1, 0.0, 0.0], [0.0, -0.1, 0.1], [0.0, 0.0, -0.1], [0.0, 0.0, 0.0], [0.0, 0.0, 0.0], [0.0, 0.0, 0.0], [0.0, 0.0, 0.0], [0.0, 0.1, 0.0], [0.0, 0.0, 0.0], [-0.1, -0.2, -0.1], [0.0, 0.0, 0.0], [0.1, -0.1, 0.0], [-0.1, -0.1, 0.1], [-0.1, 0.0, -0.1], [-0.1, 0.0, 0.0], [0.1, 0.1, 0.1], [-0.3, 0.2, 0.1], [0.0, 0.0, -0.1], [0.0, 0.0, 0.0], [0.0, 0.0, 0.0], [0.1, 0.0, 0.0], [-0.1, 0.1, 0.0], [-0.1, 0.1, 0.0], [0.0, 0.0, 0.0], [0.0, 0.0, 0.0], [0.0, -0.1, 0.0], [0.0, 0.1, 0.0], [-0.1, 0.0, -0.1], [0.6, 0.1, 0.5], [0.0, 0.1, -0.1], [0.0, 0.0, 0.0], [0.0, -0.1, 0.0], [0.0, 0.0, 0.0], [0.0, 0.0, 0.0], [0.0, 0.0, 0.0], [0.0, 0.0, 0.0], [0.0, 0.0, 0.0], [0.0, 0.0, 0.0], [0.0, 0.0, 0.0], [0.0, 0.0, 0.0], [0.0, 0.0, 0.0], [0.0, 0.0, 0.0], [0.0, 0.0, 0.0], [0.0, 0.0, 0.0], [0.0, 0.0, 0.0], [-0.1, -0.5, 0.2], [-0.1, 0.0, -0.1], [0.1, 0.0, 0.0], [0.0, 0.1, 0.1], [0.0, 0.0, 0.0], [0.0, 0.0, 0.0], [0.1, 0.0, 0.0], [0.0, 0.0, 0.0], [0.0, 0.0, 0.0], [0.0, 0.0, 0.0], [0.0, 0.0, -0.1], [0.0, 0.1, -0.1]]
}

# 4
{
  "formula": "C5H12N2O",
  "method": "ωB97M-V/def2-TZVPD",
  "orbital_gap_ev": 9.5,
  "smiles": "[H]/N=C(/COC)N(C)C",
  "total_charge": 0,
  "symbols": ["H", "N", "C", "C", "O", "C", "N", "C", "C", "H", "H", "H", "H", "H", "H", "H", "H", "H", "H", "H"],
  "xyz": [[-1.23352, -2.27292, -0.73263], [-0.48953, -1.75267, -1.18648], [0.06761, -0.85644, -0.48522], [1.22498, -0.13583, -1.15899], [1.23855, 1.26213, -0.98394], [0.13909, 1.90862, -1.59503], [-0.28689, -0.45237, 0.77186], [-1.44039, -1.04159, 1.41285], [0.60433, 0.24006, 1.67369], [2.17477, -0.49507, -0.74464], [1.18447, -0.40469, -2.22232], [0.16461, 1.78221, -2.68548], [0.22961, 2.96567, -1.34301], [-0.81351, 1.52825, -1.21897], [-1.22049, -2.02732, 1.83945], [-2.25694, -1.14057, 0.69600], [-1.76945, -0.38328, 2.21561], [0.04664, 1.01413, 2.20722], [1.41132, 0.71596, 1.12844], [1.02472, -0.45429, 2.41157]],
  "forces_ev_per_a": [[0.1, 0.1, 0.2], [-0.4, -0.6, -0.7], [0.2, 0.4, 0.2], [0.3, 0.0, 0.0], [-0.1, 0.1, -0.1], [0.1, 0.1, 0.0], [-0.3, 0.1, 0.1], [0.0, -0.1, -0.2], [0.2, 0.0, 0.1], [-0.1, 0.0, -0.1], [0.0, 0.0, 0.2], [0.0, 0.0, 0.1], [-0.1, -0.1, -0.1], [-0.1, 0.0, 0.0], [0.0, 0.0, 0.0], [0.0, 0.0, 0.1], [0.0, 0.0, 0.0], [0.1, 0.0, 0.0], [0.0, 0.0, 0.1], [0.0, 0.1, 0.0]]
}